80
Properties=species:S:1:pos:R:3:lowdin_charge:R:1 method="wB97M-V/def2-TZVPD" de_lowest_ev=6.376 spin_multiplicity=1 homo_lumo_gap_ev=2.5 total_charge=-2
Ba -0.007 0.073 1.415 1.61
N -0.386 2.990 1.069 -0.10
N 1.487 2.181 -1.520 -0.12
C -0.855 -2.279 -0.861 -0.32
C -1.380 -1.304 -1.746 -0.27
C -2.532 -0.739 -1.150 -0.26
C -3.419 0.293 -1.732 -0.06
H -3.225 0.430 -2.802 0.05
H -3.274 1.263 -1.228 0.05
H -4.480 0.022 -1.613 0.07
C -2.726 -1.359 0.108 -0.30
C -3.865 -1.135 1.034 -0.07
H -4.670 -1.879 0.883 0.07
H -4.297 -0.133 0.892 0.06
H -3.543 -1.191 2.087 0.07
C -1.698 -2.324 0.284 -0.38
C -1.586 -3.248 1.444 -0.10
H -1.468 -2.719 2.411 0.06
H -0.734 -3.931 1.329 0.05
H -2.493 -3.870 1.532 0.07
C -0.822 -0.943 -3.066 -0.08
H -1.609 -0.639 -3.771 0.06
H -0.282 -1.784 -3.519 0.05
H -0.116 -0.106 -2.970 0.05
C 0.325 -3.140 -1.103 -0.08
H 1.217 -2.781 -0.570 0.05
H 0.587 -3.165 -2.166 0.06
H 0.140 -4.174 -0.780 0.06
C -0.599 3.781 2.184 -0.05
H -1.394 3.438 2.839 0.11
C 0.085 4.958 2.367 -0.10
H -0.172 5.571 3.231 0.09
C 1.074 5.351 1.459 -0.12
H 1.618 6.288 1.581 0.09
C 1.257 4.595 0.314 -0.05
H 2.007 4.848 -0.432 0.09
C 0.322 3.578 -0.020 -0.21
C 0.389 3.010 -1.309 -0.20
H -0.485 2.853 -1.938 0.08
C 1.543 0.858 -1.037 -0.08
C 2.760 2.579 -1.973 -0.06
H 2.973 3.604 -2.202 0.10
C 3.523 1.493 -2.001 -0.10
H 4.516 1.363 -2.384 0.11
N 2.783 0.437 -1.460 -0.08
C 3.263 -0.915 -1.515 -0.14
C 3.298 -1.562 -2.762 -0.19
C 3.762 -2.885 -2.839 -0.01
H 3.764 -3.383 -3.812 0.11
C 4.255 -3.551 -1.716 -0.27
C 4.797 -4.950 -1.815 -0.06
H 4.148 -5.659 -1.288 0.08
H 5.796 -5.042 -1.371 0.07
H 4.857 -5.270 -2.859 0.07
C 4.247 -2.875 -0.493 -0.02
H 4.650 -3.363 0.397 0.11
C 3.773 -1.558 -0.377 -0.21
C 3.878 -0.841 0.932 -0.04
H 4.411 0.116 0.839 0.09
H 4.459 -1.469 1.618 0.07
H 2.901 -0.651 1.424 0.03
C 2.847 -0.871 -4.009 -0.03
H 3.497 -0.019 -4.253 0.08
H 1.806 -0.519 -3.955 0.07
H 2.915 -1.580 -4.842 0.07
N -5.155 1.057 5.169 0.10
C -5.044 1.793 4.008 -0.56
O -5.959 2.504 3.595 -0.06
C -3.704 1.729 3.323 -0.26
C -3.693 2.156 1.994 -0.11
C -2.728 2.426 0.996 -0.30
N -1.440 2.064 0.814 -0.28
C -1.578 0.562 3.556 -0.34
C -2.608 1.220 4.121 -0.33
H -6.079 1.016 5.571 0.07
H -4.582 0.229 5.305 0.08
H -4.689 2.415 1.601 0.10
H -3.117 3.069 0.188 0.07
H -0.706 0.181 4.142 -0.11
H -2.727 1.409 5.206 0.06

15
Properties=species:S:1:pos:R:3:nbo_charge:R:1 method="wB97M-V/def2-TZVPD" de_lowest_ev=4.353 spin_multiplicity=1 homo_lumo_gap_ev=7.7
O -3.515 -0.604 0.156 -0.67
C -2.290 -0.020 0.131 0.28
S -2.181 1.738 0.076 -0.19
C -1.209 -0.952 -0.089 -0.35
C 0.114 -0.856 -0.210 0.11
N 0.822 0.283 0.199 -0.45
C 2.001 0.931 -0.615 -0.24
C 2.124 0.256 0.765 -0.23
H -4.243 0.140 -0.153 0.52
H -1.683 -1.969 -0.226 0.23
H 0.823 -1.648 -0.429 0.18
H 1.852 2.132 -0.784 0.24
H 2.304 0.282 -1.315 0.18
H 2.400 1.007 1.529 0.21
H 2.681 -0.721 0.964 0.19

45
Properties=species:S:1:pos:R:3:nbo_charge:R:1 method="wB97M-V/def2-TZVPD" spin_multiplicity=1 homo_lumo_gap_ev=10.1
C -3.194 1.912 -1.794 -0.24
O -2.687 1.550 -0.500 -0.59
C -2.300 0.181 -0.140 0.35
C -3.543 -0.787 -0.457 -0.65
C -2.217 0.275 1.412 -0.43
C -0.690 0.519 1.764 -0.41
C 0.423 -0.388 1.135 -0.10
C 1.032 -1.228 2.205 -0.07
O 2.358 -1.573 1.785 -0.52
C 2.745 -0.779 0.763 0.41
O 3.957 -0.330 1.155 -0.70
C 2.899 -1.509 -0.565 0.07
Cl 3.152 -3.317 -0.405 -0.01
Cl 4.392 -1.023 -1.552 -0.04
C 1.646 -1.179 -1.372 -0.02
O 0.669 -2.020 -0.747 -0.53
C -0.322 -1.286 0.001 0.14
C -1.056 -0.347 -0.895 -0.32
C -0.048 0.699 -1.477 -0.41
C 1.384 0.207 -1.124 0.23
O 2.279 1.034 -1.822 -0.71
C 1.595 0.251 0.427 -0.04
C 1.995 1.760 0.757 -0.62
H -2.561 2.620 -2.281 0.18
H -3.285 0.979 -2.339 0.17
H -4.217 2.285 -1.692 0.18
H -3.475 -1.819 -0.078 0.22
H -3.572 -0.744 -1.575 0.20
H -4.461 -0.239 -0.013 0.22
H -2.705 1.141 1.867 0.24
H -2.710 -0.475 1.959 0.20
H -0.637 1.594 1.440 0.23
H -0.710 0.526 2.882 0.22
H 1.141 -0.909 3.254 0.20
H 0.258 -2.075 2.228 0.19
H 4.223 -0.906 1.813 0.49
H 1.655 -1.397 -2.415 0.22
H -1.043 -2.029 0.410 0.21
H -1.472 -0.870 -1.637 0.22
H -0.117 0.767 -2.587 0.23
H -0.325 1.757 -1.151 0.24
H 3.157 0.952 -1.439 0.48
H 1.232 2.490 0.464 0.23
H 2.179 1.653 1.897 0.21
H 2.979 2.078 0.440 0.23

136
Properties=species:S:1:pos:R:3:lowdin_charge:R:1 method="wB97M-V/def2-TZVPD" de_lowest_ev=0.725 spin_multiplicity=1 homo_lumo_gap_ev=9.2
C -15.390 5.652 -20.026 -0.10
O -15.361 4.446 -20.745 -0.23
C -15.972 3.340 -20.079 -0.17
C -15.193 2.855 -18.864 -0.43
C -13.839 2.280 -19.220 -0.04
N -15.965 1.844 -18.110 0.06
H -16.384 5.933 -19.651 0.08
H -15.159 6.470 -20.711 0.08
H -14.697 5.660 -19.182 0.09
H -16.978 3.658 -19.777 0.12
H -16.046 2.539 -20.815 0.11
H -15.061 3.632 -18.101 0.13
H -13.369 1.786 -18.374 0.08
H -13.230 3.100 -19.606 0.08
H -13.971 1.566 -20.039 0.08
H -16.931 2.134 -17.992 0.03
H -15.975 0.972 -18.655 0.03
C -16.829 8.247 -17.725 -0.13
O -16.197 9.013 -18.721 -0.17
C -17.097 9.720 -19.534 -0.23
C -16.465 10.027 -20.884 -0.44
C -15.236 10.923 -20.766 -0.07
N -17.498 10.606 -21.758 0.04
H -17.778 7.830 -18.067 0.06
H -17.019 8.811 -16.806 0.09
H -16.220 7.398 -17.416 0.08
H -17.966 9.089 -19.768 0.12
H -17.532 10.608 -19.054 0.13
H -16.110 9.073 -21.280 0.13
H -14.791 11.067 -21.753 0.07
H -14.450 10.597 -20.078 0.07
H -15.432 11.917 -20.344 0.08
H -17.022 10.791 -22.634 0.07
H -17.799 11.475 -21.331 0.07
C -21.349 0.530 -19.760 -0.10
O -20.268 -0.323 -19.465 -0.20
C -18.991 0.181 -19.745 -0.21
C -17.958 -0.900 -19.478 -0.41
C -17.803 -1.316 -18.013 -0.05
N -16.642 -0.450 -19.962 0.04
H -21.433 0.664 -20.848 0.09
H -21.147 1.545 -19.393 0.08
H -22.229 0.064 -19.331 0.09
H -18.934 0.469 -20.803 0.13
H -18.759 1.033 -19.091 0.11
H -18.269 -1.809 -20.010 0.14
H -18.792 -1.580 -17.628 0.08
H -17.441 -0.513 -17.368 0.06
H -17.163 -2.192 -17.913 0.07
H -15.979 -1.156 -19.645 0.08
H -16.534 -0.488 -20.974 0.08
C -7.432 0.892 -22.784 -0.11
O -8.803 1.148 -22.975 -0.19
C -9.628 0.213 -22.322 -0.22
C -11.047 0.627 -22.641 -0.42
C -11.471 1.943 -21.993 -0.06
N -12.093 -0.377 -22.305 0.05
H -7.222 0.874 -21.707 0.09
H -6.806 1.635 -23.267 0.09
H -7.167 -0.107 -23.154 0.09
H -9.389 -0.788 -22.709 0.12
H -9.464 0.161 -21.237 0.13
H -11.130 0.760 -23.728 0.13
H -11.213 1.936 -20.930 0.08
H -12.521 2.217 -22.057 0.05
H -10.881 2.742 -22.451 0.08
H -11.967 -1.262 -22.785 0.07
H -12.974 0.007 -22.635 0.02
C -15.083 1.493 -23.540 -0.12
O -15.045 0.108 -23.333 -0.23
C -14.691 -0.662 -24.493 -0.19
C -15.710 -0.466 -25.608 -0.45
C -17.106 -0.894 -25.179 -0.06
N -15.229 -1.257 -26.751 0.03
H -14.124 1.876 -23.918 0.09
H -15.236 1.982 -22.578 0.06
H -15.849 1.891 -24.212 0.08
H -13.705 -0.298 -24.798 0.12
H -14.636 -1.708 -24.193 0.13
H -15.702 0.561 -25.977 0.13
H -17.778 -0.942 -26.039 0.08
H -17.508 -0.252 -24.395 0.07
H -17.108 -1.936 -24.841 0.08
H -15.804 -1.101 -27.570 0.07
H -15.280 -2.247 -26.529 0.07
C -13.247 7.532 -27.005 -0.12
O -13.524 7.297 -25.645 -0.20
C -14.479 6.258 -25.450 -0.20
C -14.494 5.924 -23.968 -0.43
C -13.181 5.289 -23.535 -0.06
N -15.571 4.956 -23.698 0.05
H -14.178 7.646 -27.575 0.08
H -12.742 6.682 -27.483 0.09
H -12.623 8.420 -27.034 0.09
H -15.453 6.574 -25.837 0.13
H -14.080 5.391 -25.991 0.13
H -14.667 6.814 -23.350 0.13
H -12.880 4.426 -24.137 0.08
H -13.176 5.017 -22.481 0.07
H -12.364 5.984 -23.756 0.08
H -16.454 5.385 -23.967 0.07
H -15.626 4.805 -22.692 0.04
C -14.006 -2.506 -15.786 -0.11
O -14.432 -1.557 -14.820 -0.19
C -14.457 -0.237 -15.343 -0.22
C -15.153 0.680 -14.328 -0.41
C -16.601 0.292 -14.113 -0.06
N -15.142 2.051 -14.891 0.03
H -13.169 -2.187 -16.410 0.09
H -14.880 -2.792 -16.373 0.08
H -13.649 -3.378 -15.238 0.08
H -13.451 0.101 -15.629 0.12
H -15.015 -0.231 -16.291 0.11
H -14.589 0.678 -13.394 0.14
H -16.985 0.780 -13.213 0.08
H -16.763 -0.778 -13.981 0.08
H -17.246 0.644 -14.922 0.05
H -15.696 1.995 -15.750 0.02
H -14.210 2.202 -15.276 0.06
C -19.681 1.966 -16.249 -0.08
O -18.678 2.667 -16.970 -0.23
C -18.137 3.744 -16.258 -0.21
C -19.023 4.999 -16.335 -0.43
C -19.244 5.383 -17.798 -0.06
N -18.389 6.129 -15.651 0.04
H -20.590 2.537 -16.060 0.09
H -19.265 1.657 -15.285 0.08
H -19.894 1.046 -16.792 0.08
H -17.880 3.499 -15.223 0.12
H -17.213 4.062 -16.750 0.12
H -20.036 4.869 -15.930 0.13
H -18.290 5.609 -18.276 0.05
H -19.920 6.236 -17.878 0.08
H -19.706 4.579 -18.375 0.07
H -18.023 5.836 -14.749 0.08
H -19.063 6.851 -15.424 0.08

Number 1: E_HOMO 0.042 Eh, LUMO level 3.640 eV, electronic energy -1693.223726 hartree. Number 2: E_HOMO -0.305 Eh, LUMO level -0.643 eV, electronic energy -722.758097 hartree. Number 3: E_HOMO -0.349 Eh, LUMO level 0.584 eV, electronic energy -1919.357201 hartree. Number 4: E_HOMO -0.313 Eh, LUMO level 0.641 eV, electronic energy -2311.827926 hartree.